Record 1
Computed, not measured: a 2-piece molecular cluster, CH4NOS overall, with the ωB97M-V functional and the def2-TZVPD basis.

Structure (XYZ):
```
8
Properties=species:S:1:pos:R:3:forces:R:3:lowdin_spin:R:1
S -1.452 -1.819 1.678 0.31 -0.04 1.17 0.952
H -1.010 -1.740 2.997 -0.36 -0.02 -1.13 0.044
C 1.057 0.834 -0.834 1.43 3.13 0.09 0.000
N -0.218 0.406 -0.741 -2.24 -1.26 -2.07 0.003
O 1.558 1.604 -1.710 -1.63 -3.46 2.48 0.001
H 1.525 0.566 0.148 0.73 0.53 -0.72 0.000
H -0.665 0.049 -1.587 0.17 0.97 -0.02 0.000
H -0.795 0.099 0.048 1.58 0.15 0.21 0.001
```
Forces are in eV/Å.

The calculation puts the HOMO-LUMO gap (spin up / spin down) at 10.496 / 6.806 eV. The multiplicity is 2. As for the total energy: -15472.666 eV. Its energy above the lowest of the compared OMol25 structures with the same formula, charge and spin is 67.4 kJ/mol.

=====

Record 2
Computed, not measured: a 2-piece molecular cluster, CH4NP overall, with the ωB97M-V functional and the def2-TZVPD basis.

Structure (XYZ):
```
7
Properties=species:S:1:pos:R:3:forces:R:3:lowdin_charge:R:1
C -0.793 0.165 0.375 -4.14 -3.15 -2.56 -0.294
N 0.473 -0.017 0.122 2.89 0.34 0.34 -0.540
P 1.963 0.307 0.311 0.09 -0.96 -1.83 0.782
H -1.311 -0.593 1.033 0.64 1.54 -0.28 0.057
H -1.566 -0.651 -0.959 0.84 1.56 2.13 0.077
H -1.165 1.154 0.147 -0.40 0.02 0.65 0.040
H 2.398 -0.364 -1.029 0.08 0.65 1.53 -0.122
```
Forces are in eV/Å.

The calculation puts the HOMO-LUMO gap at 6.889 eV. As for the total energy: -11876.069 eV. Its energy above the lowest of the compared OMol25 structures with the same formula, charge and spin is 332.1 kJ/mol.

=====

Record 3
Computed, not measured: a 2-piece molecular cluster, CH4NP overall, with the ωB97M-V functional and the def2-TZVPD basis.

Structure (XYZ):
```
7
Properties=species:S:1:pos:R:3:forces:R:3:lowdin_charge:R:1
C -0.052 -1.333 0.905 0.54 0.22 -0.31 -0.085
N 0.135 1.595 -1.436 -0.35 0.74 -1.74 -0.485
P 0.173 1.633 0.087 -0.02 -0.09 0.15 0.638
H -1.075 -1.053 1.245 1.10 -0.43 -0.20 -0.038
H 0.112 -1.437 -0.210 -0.15 -0.03 1.65 -0.029
H 0.752 -1.674 1.650 -1.49 0.67 -1.36 -0.003
H -0.044 2.270 -2.240 0.37 -1.07 1.81 0.002
```
Forces are in eV/Å.

The calculation puts the HOMO-LUMO gap (spin up / spin down) at 8.310 / 6.819 eV. As for the total energy: -11876.803 eV. Its energy above the lowest of the compared OMol25 structures with the same formula, charge and spin is 261.2 kJ/mol.

=====

Record 4
Computed, not measured: a 2-piece molecular cluster, CH4NS overall, with the ωB97M-V functional and the def2-TZVPD basis.

Structure (XYZ):
```
7
Properties=species:S:1:pos:R:3:forces:R:3:lowdin_charge:R:1
S 2.587 -1.126 -0.628 -0.02 0.16 -0.28 -0.437
H 2.864 -0.770 -1.907 -0.07 -0.07 0.31 -0.509
C -1.231 0.325 0.138 -1.56 1.24 1.29 -0.164
N -1.232 0.163 1.406 1.04 -1.29 -0.92 -0.014
H -0.577 1.054 -0.331 0.72 -0.85 -0.57 0.052
H -2.150 0.026 -0.375 0.22 0.08 -0.27 0.044
H -0.261 0.328 1.698 -0.33 0.74 0.44 0.028
```
Forces are in eV/Å.

The calculation puts the HOMO-LUMO gap at 6.702 eV. As for the total charge: -1. As for the total energy: -13426.962 eV. Its energy above the lowest of the compared OMol25 structures with the same formula, charge and spin is 56.3 kJ/mol.

=====

Record 5
Computed, not measured: one molecule with the formula CH4O, with the ωB97M-V functional and the def2-TZVPD basis.

Structure (XYZ):
```
6
Properties=species:S:1:pos:R:3:forces:R:3:lowdin_charge:R:1
C -0.004 0.223 -0.250 -1.46 2.85 -0.42 -0.237
H 0.309 0.236 -1.276 0.95 -0.12 -0.39 0.076
H 0.160 1.239 0.198 0.14 -0.66 -0.29 0.094
H -1.054 0.120 -0.376 -1.43 0.06 0.11 0.062
H 0.084 -1.019 1.262 -0.56 0.30 0.36 0.082
O 0.506 -0.799 0.442 2.36 -2.42 0.63 -0.077
```
Forces are in eV/Å.

The calculation puts the HOMO-LUMO gap at 11.351 eV. As for the total energy: -3148.561 eV. Its energy above the lowest of the compared OMol25 structures with the same formula, charge and spin is 24.3 kJ/mol.

=====

Record 6
Computed, not measured: a 2-piece molecular cluster, CH4O2 overall, with the ωB97M-V functional and the def2-TZVPD basis.

Structure (XYZ):
```
7
Properties=species:S:1:pos:R:3:forces:R:3:lowdin_charge:R:1
C -0.995 0.083 0.139 1.81 3.75 1.50 0.201
O 1.756 -0.371 0.044 1.87 0.20 3.60 -0.093
O 1.089 0.790 0.121 -2.68 -0.05 -0.49 -0.148
H -1.338 0.744 -0.551 -0.84 1.58 -2.24 0.001
H -1.239 0.393 1.097 -0.23 -0.05 1.85 0.018
H -0.820 -0.849 -0.115 0.88 -4.40 -0.95 -0.019
H 1.546 -0.791 -0.735 -0.80 -1.03 -3.27 0.039
```
Forces are in eV/Å.

The calculation puts the HOMO-LUMO gap (spin up / spin down) at 9.866 / 8.549 eV. As for the total energy: -5190.442 eV. Its energy above the lowest of the compared OMol25 structures with the same formula, charge and spin is 538.6 kJ/mol.

=====

Question: Look up the energy above the lowest of the compared OMol25 structures with the same formula, charge and spin of the first one.
Answer: 67.4 kJ/mol

=====

Question: What is the formula in the second record?
Answer: CH4NP

=====

Question: What is the energy above the lowest of the compared OMol25 structures with the same formula, charge and spin in the fifth record?
Answer: 24.3 kJ/mol